This record from the Open Molecules 2025 dataset describes a 2-piece molecular cluster, C21H44BBrN2O9P2S overall at a distorted geometry. The level of theory is wB97M-V/def2-TZVPD.

Its structure (SMILES) is CCOB(O)[C@]1(CC)[C@](CCCCN)(P(O)Br)OC(=O)[C@]1(CCCCN)P(C)CC.O=S1(=O)OCCO1. The charge is 0. The highest occupied orbital energy is -0.2944 hartree.

Last column: Löwdin charge in e.
Cartesian coordinates (Å):
C1 -4.038 1.337 1.590  -0.198
H1 -2.908 -0.224 0.608  0.086
C2 3.117 -1.931 -3.312  -0.067
C3 0.859 1.290 1.754  -0.533
H2 -5.228 0.256 3.014  0.111
H3 -2.313 -1.248 4.171  0.047
H4 2.937 -4.012 -1.554  0.104
H5 -1.518 2.013 1.397  0.099
P1 3.130 0.242 -0.326  0.648
O1 1.468 -5.306 0.342  -0.187
H6 0.332 3.689 -3.299  0.087
C4 -1.350 -2.450 1.596  -0.255
O2 2.804 -0.830 0.853  -0.403
O3 -0.887 -1.775 -1.323  0.185
H7 -1.354 1.066 2.835  0.097
H8 3.299 -6.262 0.511  0.136
O4 2.051 -5.845 -1.899  -0.180
H9 2.607 1.701 -2.134  0.077
H10 -2.023 -1.976 0.895  0.019
H11 -0.858 2.973 -0.167  0.070
B1 0.247 -1.063 -1.086  -0.692
H12 -0.908 0.786 -2.180  0.113
O5 1.472 -1.469 -1.621  -0.044
H13 -5.722 1.937 2.772  0.098
H14 4.051 -5.403 -1.670  0.141
H15 -1.096 3.020 -1.906  0.057
C5 -1.074 0.983 -1.114  -0.146
H16 3.263 -2.882 -3.831  0.074
Br1 4.232 1.731 0.912  0.386
S1 0.760 -5.835 -0.977  0.590
O6 -0.143 -4.829 -1.427  -0.223
H17 -1.352 -1.386 5.643  0.073
H18 -3.028 -0.391 2.339  0.088
H19 1.255 -0.799 -3.572  0.124
O7 1.292 2.063 0.729  -0.061
C6 3.093 -5.059 -1.293  -0.143
H20 -1.166 5.315 -3.405  0.051
O8 0.305 -7.165 -0.816  -0.199
C7 -1.491 0.983 1.753  -0.144
H21 0.588 5.854 -1.552  0.102
H22 0.753 -1.394 4.361  0.067
C8 1.655 3.534 -1.607  -0.195
C9 0.710 5.700 -2.629  -0.278
C10 1.628 -1.677 -3.037  -0.198
H23 3.603 -1.151 -3.898  0.077
H24 -0.350 6.458 -4.229  0.058
H25 -2.444 2.654 -0.859  0.082
H26 -1.917 -2.769 2.468  0.025
H27 -1.959 0.406 -0.872  0.092
H28 -3.660 2.363 1.475  0.108
C11 1.632 1.998 -1.726  -0.171
H29 1.481 6.396 -2.972  0.109
C12 -0.178 0.280 1.246  -0.338
C13 0.110 0.324 -0.314  -0.197
H30 -4.721 1.169 0.750  0.111
H31 2.681 3.847 -1.389  0.115
H32 -3.192 2.080 3.840  0.056
C14 -1.375 -1.637 4.579  -0.161
H33 1.023 -2.538 -3.343  0.121
H34 1.062 3.856 -0.752  0.094
C15 1.173 4.249 -2.874  -0.201
C16 1.412 1.190 -0.417  -0.456
H35 3.304 -4.504 0.814  0.132
P2 0.115 -1.421 2.069  1.083
C17 -2.870 0.338 1.537  -0.188
H36 -0.953 -3.343 1.110  0.020
H37 1.969 4.239 -3.626  0.111
H38 3.204 -1.684 0.637  0.045
C18 -1.371 2.490 -0.994  -0.048
N1 -4.088 1.669 4.063  0.008
H39 -3.950 0.919 4.723  0.055
H40 -1.408 -2.726 4.498  0.063
H41 0.900 1.689 -2.477  0.105
C19 2.901 -5.299 0.193  -0.134
O9 1.209 1.486 2.865  0.146
H42 3.622 -1.970 -2.345  0.048
N2 -0.531 6.097 -3.302  -0.015
H43 -0.157 0.044 4.008  0.050
C20 -0.159 -1.034 3.877  -0.392
H44 -0.713 -2.699 -1.578  0.094
C21 -4.853 1.277 2.877  -0.290